Record 1
This record from the OMol25 dataset describes an isolated molecule of ClH3N2S. The level of theory is ωB97M-V with the def2-TZVPD basis set.

Structure (XYZ):
```
7
Properties=species:S:1:pos:R:3:forces:R:3:lowdin_charge:R:1
H -0.50661 -1.36257 -1.48170 0.24 0.49 -0.34 0.05
H -0.43638 0.71702 2.25964 0.86 -0.38 0.86 -0.01
N -0.50327 0.51844 1.29208 -0.34 -1.03 -2.57 -0.36
Cl 2.18081 0.66012 -0.09374 -0.46 -0.54 -0.08 -0.07
S 0.27800 -0.50660 0.45599 -0.51 1.65 1.24 0.59
N -0.50233 -0.47478 -0.99804 0.38 0.53 1.17 -0.26
H -0.51022 0.44837 -1.43422 -0.17 -0.71 -0.27 0.06
```
Positions in Å, forces in eV/Å.

HOMO = -9.458 eV
Spin multiplicity = 1
E_LUMO = -0.3 eV
Energy = -26385.0149 eV
HOMO-LUMO gap = 9.191 eV
Net charge = 0
Energy above the lowest of the compared OMol25 structures with the same formula, charge and spin = 8.6 kJ/mol



Record 2
This record from the OMol25 dataset describes a structure of composition C3H4AgO4. The level of theory is ωB97M-V with the def2-TZVPD basis set.

Structure (XYZ):
```
12
Properties=species:S:1:pos:R:3:forces:R:3:lowdin_charge:R:1
H -0.79636 0.61364 1.36116 0.70 0.05 -0.21 0.14
C 0.20093 0.14067 1.50239 -0.20 -1.25 0.87 -0.25
H 0.62793 0.51682 2.44594 -0.13 -0.07 -0.28 0.12
O -0.00785 -1.26748 1.69417 0.46 -0.07 -1.24 -0.08
H 1.66806 1.41648 0.70159 0.81 -0.79 -0.52 0.11
O -0.01095 -0.99050 -1.77622 2.64 1.06 2.97 -0.15
C -0.36151 0.21179 -1.46275 -1.81 -1.97 -2.96 -0.80
O 0.38059 1.00032 -0.78172 2.54 0.38 2.76 0.04
C 1.16686 0.48273 0.40116 -2.75 3.18 -1.02 0.10
O -1.44119 0.65583 -2.00353 1.50 2.85 2.45 -0.14
H 0.23714 -1.66478 0.82759 -0.40 0.05 0.87 0.09
Ag -1.66365 -1.11552 -2.90978 -3.36 -3.43 -3.68 0.83
```
Positions in Å, forces in eV/Å.

HOMO (spin up / spin down) = -8.775 / -8.762 eV
Spin multiplicity = 2
E_LUMO (spin up / spin down) = -0.8 / -1.3 eV
Expectation value of S² = 0.75
Energy = -15360.5371 eV
HOMO-LUMO gap (spin up / spin down) = 8.009 / 7.474 eV
Net charge = 0
Energy above the lowest of the compared OMol25 structures with the same formula, charge and spin = 162.7 kJ/mol